## a
Entry from the OMol25 dataset: the molecule C3H3ClN2O (ωB97M-V/def2-TZVPD).

```
! RIJCOSX wB97M-V def2-TZVPD def2/J DEFGRID3
* xyz 0 1
C 0.12415 -0.25774 -0.68937
C -1.20178 0.34036 -0.24568
C 0.81768 -1.05316 0.38511
N -1.30540 1.35102 0.54009
N 1.24136 0.18703 0.43313
O 0.98913 -2.12233 0.92240
Cl 2.93749 0.83788 0.15804
H 0.41544 -0.60206 -1.65943
H -1.82780 -0.27079 -0.81021
H -2.19028 1.58979 0.96591
*
```

The value obtained for the orbital gap is 9.096 eV. For the HOMO energy, the calculation gives -0.368 Ha. The value obtained for the LUMO energy is -0.93 eV. As for the SMILES: [H]/N=C/[C@@H]1C(=O)N1Cl.

---

## b
Entry from the OMol25 dataset: a structure of composition C3H3ClN2O (ωB97M-V/def2-TZVPD).

```
! RIJCOSX wB97M-V def2-TZVPD def2/J DEFGRID3
* xyz 0 1
C -0.65675 0.98238 -0.13124
C -0.31044 2.39733 -0.38666
C 0.74762 0.44072 0.00647
N -1.82112 0.53287 -0.22734
N 1.44789 1.71732 -0.21430
O -0.65696 3.49314 -0.54831
Cl 2.37767 1.81652 -1.64153
H 0.99231 0.04948 0.99653
H 0.96191 -0.33404 -0.74202
H -1.93514 -0.46968 -0.09861
*
```

The value obtained for the orbital gap is 7.940 eV. For the HOMO energy, the calculation gives -0.330 Ha. The value obtained for the LUMO energy is -1.03 eV.

---

Most stable = b

---

## a
Entry from the OMol25 dataset: the molecule C2H3N3O4 (ωB97M-V/def2-TZVPD).

```
! RIJCOSX wB97M-V def2-TZVPD def2/J DEFGRID3
* xyz 0 1
C 0.80747 -1.33165 -0.04931
C 0.80953 1.01190 -0.30974
H -1.72912 2.06092 0.41820
H -2.24243 -0.77741 0.74131
H 2.53535 -0.16941 -0.26081
N -0.55644 0.63462 -0.33661
N -0.51239 -0.75030 -0.32149
N 1.55757 -0.23852 -0.41770
O -1.29035 1.22140 0.78158
O -1.74570 -1.28773 -0.08133
O 1.09253 -2.46747 0.07992
O 1.27398 2.09366 -0.24402
*
```

The value obtained for the orbital gap is 9.431 eV. For the HOMO energy, the calculation gives -0.343 Ha. The value obtained for the LUMO energy is 0.10 eV. As for the SMILES: O=c1[nH]c(=O)n(O)n1O.

---

## b
Entry from the OMol25 dataset: a structure of composition C2H3N3O4 (ωB97M-V/def2-TZVPD).

```
! RIJCOSX wB97M-V def2-TZVPD def2/J DEFGRID3
* xyz 0 1
C -1.99060 -1.20026 0.15496
C -0.13587 -0.06151 0.94658
N -2.74780 -1.58923 -0.58886
N 1.80828 -0.18546 -0.93705
N -0.37233 1.04004 0.05739
O 0.58783 1.71453 -0.13131
O -1.42696 1.29125 -0.51066
O -1.16597 -0.92909 1.16230
O 1.16373 -0.89959 -0.11275
H 0.42597 -0.03788 1.91911
H 2.58882 0.32106 -0.49971
H 1.26490 0.53613 -1.46002
*
```

The value obtained for the orbital gap (spin up / spin down) is 8.478 / 8.483 eV. For the HOMO energy (spin up / spin down), the calculation gives -0.355 / -0.355 Ha. The value obtained for the LUMO energy (spin up / spin down) is -1.18 / -1.18 eV.

---

Most stable = a

---

## a
Entry from the OMol25 dataset: the molecule C6H12N2O4S (ωB97M-V/def2-TZVPD).

```
! RIJCOSX wB97M-V def2-TZVPD def2/J DEFGRID3
* xyz 0 1
C -1.49057 0.88921 0.60224
C -0.53598 1.06499 -0.68103
C -2.09635 -0.44148 0.88953
C 1.46698 -0.41108 0.16321
C 2.89819 0.23625 0.09463
C 1.57002 -1.84471 -0.31888
H -3.30534 1.92332 -0.03983
H -2.03941 2.79677 0.36583
H -0.72705 1.32213 1.34995
H -2.86288 -0.24478 1.71364
H -1.48227 -1.19123 1.37669
H -2.96525 -2.45917 -0.01901
H 1.22095 0.50765 -1.70670
H 0.98929 -0.35612 1.11850
H 2.38726 -1.88008 -1.11733
H 2.05776 -2.23931 0.58537
H -0.37374 -1.36496 -0.90454
H 3.72799 1.75534 -0.62073
N -2.54289 1.92383 0.69167
N 0.57014 0.22575 -0.87673
O -0.75883 2.08213 -1.41592
O 3.92423 -0.28753 0.56356
O 0.23735 -2.29189 -0.53718
O 2.80344 1.52300 -0.56712
S -2.67303 -1.23806 -0.70981
*
```

The value obtained for the orbital gap is 9.859 eV. For the HOMO energy, the calculation gives -0.350 Ha. The value obtained for the LUMO energy is 0.34 eV. As for the SMILES: N[C@@H](CS)C(=O)N[C@@H](CO)C(=O)O.

---

## b
Entry from the OMol25 dataset: the molecule C6H12N2O4S (ωB97M-V/def2-TZVPD).

```
! RIJCOSX wB97M-V def2-TZVPD def2/J DEFGRID3
* xyz 0 1
C 2.25252 0.36703 -0.10357
C 0.90429 -0.25480 -0.28252
C 3.17018 -0.74020 0.34794
C -1.58693 -0.06353 -0.29270
C -2.43939 1.26148 -0.31449
C -2.18917 -0.88483 0.75775
H 3.09014 2.32037 0.00718
H 2.38044 1.87307 1.38384
H 2.49531 0.26043 -1.21104
H 2.62412 -1.04568 1.12311
H 4.17100 -0.19278 0.80302
H 2.33741 -1.66634 -1.03060
H -0.18083 1.39632 0.24625
H -1.72477 -0.55339 -1.27790
H -1.46559 -1.66922 1.04982
H -2.21162 -0.49859 1.88465
H -4.75832 -1.03602 0.54354
H -3.78668 0.35088 -1.79657
N 2.20061 1.78903 0.34060
N -0.19643 0.43470 -0.05317
O 0.86545 -1.39235 -0.71145
O 3.38083 -1.68160 -0.67772
O -2.03442 2.31105 0.10024
O -3.58247 1.14800 -0.99704
S -3.71569 -1.83300 0.16083
*
```

The value obtained for the orbital gap is 9.615 eV. For the HOMO energy, the calculation gives -0.353 Ha. The value obtained for the LUMO energy is 0.01 eV. As for the SMILES: N[C@@H](CO)C(=O)N[C@@H](CS)C(=O)O.

---

Most stable = a

---

## a
Entry from the OMol25 dataset: the molecule C5H4O3 (ωB97M-V/def2-TZVPD).

```
! RIJCOSX wB97M-V def2-TZVPD def2/J DEFGRID3
* xyz 0 1
C -0.30983 0.92974 0.68623
C -0.23802 1.02604 -0.66055
C 0.11999 -0.06499 -1.51187
C 0.23745 -1.34631 -0.69854
C 0.09470 -1.41126 0.61357
H -0.54925 1.59204 2.39752
H -0.18508 2.07437 -0.98467
H 0.63095 -2.23516 -1.24033
H 0.42393 -2.21214 1.23405
O -0.49552 1.97013 1.50369
O 0.44707 -0.03891 -2.68402
O -0.17639 -0.28353 1.34491
*
```

The value obtained for the orbital gap is 9.871 eV. For the HOMO energy, the calculation gives -0.349 Ha. The value obtained for the LUMO energy is 0.38 eV. As for the SMILES: O=c1ccoc(O)c1.

---

## b
Entry from the OMol25 dataset: a structure of composition C5H4O3 (ωB97M-V/def2-TZVPD).

```
! RIJCOSX wB97M-V def2-TZVPD def2/J DEFGRID3
* xyz 0 1
C 1.46281 1.14588 1.16285
C 0.36648 0.41066 0.29439
C -0.92137 0.40386 0.01863
C -1.47379 -0.64039 -1.09426
C 0.81981 -0.74429 -0.49416
H 1.07213 1.70825 2.10379
H -1.91055 0.74333 0.90203
H -1.92278 -0.19222 -1.89997
H -2.00972 -1.32587 -0.23781
O 2.69758 1.10169 1.01576
O -0.03969 -1.11165 -1.54487
O 1.85909 -1.49925 -0.22636
*
```

The value obtained for the orbital gap is 9.416 eV. For the HOMO energy, the calculation gives -0.371 Ha. The value obtained for the LUMO energy is -0.69 eV.

---

## c
Entry from the OMol25 dataset: the molecule C5H4O3 (ωB97M-V/def2-TZVPD).

```
! RIJCOSX wB97M-V def2-TZVPD def2/J DEFGRID3
* xyz 0 1
C 0.59786 0.68000 -1.76370
C -0.34833 -0.75967 -0.28934
C -0.47859 -1.47709 0.89375
C -0.50689 0.66193 1.57826
C -0.16704 0.63180 0.35700
H 1.78791 0.52687 -1.55530
H 0.35007 1.07933 -2.85535
H -0.32036 -2.61162 1.11182
H -0.48897 1.09804 2.78089
O -0.02096 -0.56780 -1.59061
O -0.49010 -0.73986 2.00788
O 0.08541 1.47807 -0.67530
*
```

The value obtained for the orbital gap is 9.468 eV. For the HOMO energy, the calculation gives -0.316 Ha. The value obtained for the LUMO energy is 0.87 eV. As for the SMILES: c1occ2c1OCO2.

---

Most stable = a